123
Properties=species:S:1:pos:R:3:mulliken_charge:R:1 method="wB97M-V/def2-TZVPD" total_charge=+1 lumo_energy_ha=-0.1902 total_energy_ha=-3268.8316 gap_ev=5.1
H -0.680 -3.318 1.091 -0.308
H -1.571 -5.453 0.499 0.400
H -4.257 -4.459 1.074 0.085
C -1.478 0.924 -5.785 -0.304
H -2.182 1.711 -6.074 0.494
H -1.464 -3.895 2.538 0.342
H 3.173 -1.504 1.981 0.357
C 5.207 -5.580 1.057 -0.465
H 4.264 -2.958 1.031 0.083
C -3.134 -2.159 -7.251 -0.694
H 1.936 4.681 6.882 0.151
C -2.068 4.508 -1.289 0.416
N -3.580 7.206 -0.598 -0.436
H 4.978 4.989 6.951 0.396
C 2.088 -1.528 1.847 -0.702
H 3.882 -5.065 3.998 0.363
C 4.033 4.495 7.198 -0.804
O -5.610 -4.945 3.243 -0.332
O 1.684 5.071 -2.552 -0.486
C 2.833 5.257 6.631 -0.177
H -1.503 -3.221 -6.203 0.290
H 3.206 -4.006 -1.483 0.424
H -4.388 -2.605 1.886 0.212
H 1.766 -0.661 1.264 0.167
O 1.678 -2.744 1.238 -0.216
O -1.100 -3.196 -8.245 -0.431
H -3.649 -1.243 2.711 0.298
H 2.374 2.784 4.336 0.176
H -2.988 -6.810 2.259 0.384
C -1.653 5.943 -1.733 -0.206
C -2.390 7.244 -1.368 -0.302
H -7.232 -3.778 2.830 0.233
H 1.627 -1.475 2.835 0.218
O 0.601 3.754 3.906 -0.333
H 1.168 2.768 5.667 0.322
C -0.452 1.655 -7.806 -0.799
H 3.101 -5.216 2.415 0.270
H -0.715 6.048 -2.390 0.160
C -3.487 -2.280 2.409 -0.690
C 3.962 -4.796 2.943 -0.471
H -3.325 -2.878 3.308 0.316
C -6.659 -4.580 2.360 -0.700
H -3.590 -2.235 -8.243 0.369
H 1.617 4.880 1.127 0.251
H 0.174 4.792 5.661 0.396
H 0.800 -2.587 -8.674 0.332
H -1.077 1.112 -8.519 0.362
H -1.368 -1.187 -5.528 0.118
H 0.036 2.709 -4.384 -0.342
H -4.856 -6.748 3.789 0.401
H 1.964 6.009 3.469 0.333
N -1.523 1.900 -0.347 -0.425
H 3.953 -3.705 2.889 0.110
C 0.488 4.978 4.628 -0.557
O 4.015 3.128 6.783 -0.331
N 0.525 3.101 -1.725 0.356
H -0.379 -1.289 -8.575 0.141
N 4.397 -3.332 0.099 -0.309
N 2.957 5.441 5.183 -0.316
C 1.313 2.729 4.585 -0.563
H 3.239 4.567 4.758 0.051
C -4.946 -6.155 2.873 -0.817
H -3.917 -2.398 -6.525 0.384
C 3.117 -3.826 -0.410 -0.476
H 0.157 3.889 1.604 0.250
H -3.884 3.569 -0.041 0.347
H 4.319 -6.151 0.767 0.334
H 0.229 -2.074 -7.077 0.253
H 1.088 -3.189 -0.653 0.304
H 3.943 4.486 8.289 0.399
H 0.948 1.765 4.224 0.240
H -0.873 2.647 -7.623 0.335
H 5.673 -4.689 -0.855 0.393
O -2.373 -2.315 1.528 -0.231
H -3.034 -5.247 3.100 0.157
S -1.192 2.953 -1.713 0.766
H 4.783 3.222 4.853 0.278
H 0.038 5.281 0.289 0.233
H 6.055 -6.255 0.906 0.363
C -1.661 -3.551 1.518 0.141
N -3.574 -5.207 1.048 -0.332
S -0.944 -0.925 -0.905 0.161
H -1.976 8.242 -1.725 0.338
C 1.992 -2.820 -0.154 -0.537
C 1.724 5.889 4.531 -0.673
C 0.771 3.606 -4.331 -0.104
H 1.466 6.883 4.910 0.406
H -5.002 5.902 0.389 0.308
C -2.291 -4.639 0.629 -0.770
C 5.023 2.809 5.836 -0.685
H -2.917 -0.484 -5.014 0.389
O 2.128 2.639 -0.091 -0.508
H -1.142 1.145 -4.765 -0.170
H 2.765 6.235 7.110 0.404
C 1.041 4.019 -2.776 0.210
C -3.535 -5.871 2.353 -0.133
H 6.003 3.167 6.161 0.339
N -2.747 -0.755 -7.081 -0.332
H 0.440 4.494 -4.962 0.330
C -3.395 4.527 -0.435 -0.427
C -4.014 5.917 -0.206 -0.241
C -2.142 -0.455 -5.783 -0.263
C 0.650 4.413 0.699 -0.423
H -2.093 -0.516 -7.817 0.091
H -2.456 -4.202 -0.362 0.307
H 0.538 1.773 -8.250 0.246
H -5.529 -6.743 2.158 0.406
C -1.075 0.710 -0.669 0.289
H -2.519 -4.200 -7.231 0.372
H 2.225 -1.839 -0.580 0.418
H 5.065 1.722 5.742 0.228
H -7.330 -5.421 2.169 0.341
C 1.119 3.341 -0.380 0.120
C 5.449 -4.352 0.162 -0.689
H -6.261 -4.199 1.415 0.289
C -2.027 -3.225 -7.166 -0.421
O 5.194 -5.297 2.452 -0.448
H 6.347 -3.846 0.531 0.369
C -0.069 -2.231 -8.117 -0.490
H 1.764 3.209 -4.770 0.345
H 2.831 -4.764 0.079 0.178
H -0.343 5.516 4.159 0.350
O -0.305 0.922 -6.597 -0.316


132
Properties=species:S:1:pos:R:3:mulliken_charge:R:1 method="wB97M-V/def2-TZVPD" total_charge=+1 lumo_energy_ha=-0.1237 total_energy_ha=-5518.1360 gap_ev=8.0
O 3.083 -3.594 1.384 -0.407
S -5.888 3.633 1.957 1.089
H 5.465 2.688 5.255 0.371
H -6.678 -1.571 -3.303 0.352
O 1.355 1.560 2.596 -0.522
S 3.855 1.573 -4.449 1.200
H 3.152 1.217 -2.194 0.564
O 1.538 -4.170 -0.089 -0.686
O -6.620 3.202 0.790 -0.614
O 1.143 3.834 1.530 -0.722
S -6.776 -1.586 -0.936 1.049
C 4.023 -1.033 3.729 -0.415
C -0.720 2.032 1.047 0.976
H -7.276 2.093 4.898 0.370
H 3.571 -1.669 -0.961 -0.150
C 3.321 3.099 -5.227 -0.719
H 3.772 -3.189 -3.407 0.490
H 1.827 1.029 -3.377 -0.406
H -1.071 -6.650 -4.086 0.430
C 5.172 -3.013 2.888 -1.067
O -7.773 -2.285 -0.170 -0.713
C 8.461 3.275 3.817 -0.588
N 0.706 -1.574 -4.013 -0.137
H -0.029 -5.419 -1.802 0.252
H 7.092 4.791 4.595 0.327
O -5.425 -2.089 -1.062 -0.523
O -0.324 -2.835 0.087 -0.579
H -6.448 1.466 2.737 0.289
C -7.623 0.283 -2.638 -0.716
H -2.637 2.630 3.800 0.278
H -8.171 4.531 4.601 0.375
H -2.387 3.726 2.450 0.281
H -2.214 -4.027 -1.100 0.004
H -7.620 0.332 0.152 0.260
H 8.278 3.606 2.792 0.290
S 6.730 1.308 3.779 1.260
C -7.416 -1.237 -2.576 -0.673
C 6.088 2.871 4.382 -0.717
S 0.551 2.666 2.131 1.156
H -2.398 -0.080 -0.434 -0.151
C -0.227 -2.103 -2.966 -1.250
H -5.839 0.254 0.264 0.160
C -6.750 2.886 4.368 -0.782
H 5.722 -3.478 2.072 0.477
C -2.278 -0.821 -1.228 -0.549
O -0.862 0.474 -2.970 -0.795
H 8.837 1.395 4.838 0.371
H 3.031 2.895 -6.255 0.357
C 1.454 -2.682 -4.334 -0.470
H -0.304 2.589 4.343 0.394
H 5.492 3.317 3.587 0.415
H -6.071 3.361 5.080 0.299
C 2.140 3.612 -4.393 -0.702
H 0.228 -1.100 -4.777 0.301
C 0.480 -3.309 -2.329 0.476
H 5.548 -3.371 3.847 0.377
H 2.176 -2.077 4.255 0.419
C -6.699 0.116 -0.389 -0.339
O 6.374 1.169 2.389 -0.647
H 1.814 -4.899 -0.665 0.235
H -6.834 1.976 -1.500 0.366
O 5.182 1.764 -3.926 -0.691
H -0.349 1.170 0.500 -1.050
H 2.508 -0.958 -2.263 -0.553
H 9.417 3.686 4.138 0.363
H -7.497 5.381 2.169 0.407
H 4.300 -1.187 4.773 0.291
C -1.975 2.860 2.964 -0.456
C -6.615 0.925 -1.677 -0.459
H -2.422 -1.833 -0.839 0.055
H -6.219 5.458 3.414 0.334
S 3.444 -3.458 2.782 1.012
C 2.694 1.626 -3.092 0.167
O -4.539 4.139 1.863 -0.642
H -8.638 0.529 -2.318 0.306
H -3.383 -5.028 -1.934 0.617
H 0.022 -2.848 0.995 0.169
C -0.556 3.169 3.456 -0.908
H 0.481 -5.226 -3.470 0.436
H 4.159 3.794 -5.209 0.359
H 2.146 -2.293 -6.173 0.286
C -2.630 -4.242 -2.091 -0.936
H 2.078 4.699 -4.428 0.407
O 0.298 -0.188 -1.029 -0.620
C -5.950 2.325 3.187 -0.197
H -0.415 4.229 3.656 0.401
S -0.672 -0.600 -2.013 1.809
H -1.717 -4.186 -4.054 0.420
H -3.174 -3.378 -2.492 0.010
O 3.159 -4.498 3.740 -0.761
H -1.136 -2.279 -3.565 0.755
H 1.205 3.217 -4.797 0.259
C 3.062 -3.085 -2.568 -0.845
O 3.521 0.450 -5.307 -0.669
H 9.006 1.284 3.063 0.385
H -8.521 3.440 3.257 0.288
C -0.130 -4.766 -2.685 -2.339
H -7.503 0.653 -3.655 0.375
C -1.877 1.694 1.980 -0.345
C 7.311 3.731 4.723 -0.636
H -0.991 2.828 0.353 0.375
C 3.316 -1.654 -2.028 0.312
H -5.608 0.855 -2.098 0.154
C 2.332 3.101 -2.961 -0.737
H -2.810 1.555 1.430 0.103
H -4.936 2.056 3.474 0.088
H 1.436 3.239 -2.358 0.302
H 1.692 -3.963 -5.927 0.242
C -1.607 -4.782 -3.130 1.340
C -1.948 -6.242 -3.555 -1.616
C 5.174 -1.487 2.827 -0.141
H -8.348 -1.780 -2.718 0.375
H 3.379 -3.863 -1.868 0.409
N 1.802 -3.028 -5.559 -0.281
H 4.993 -1.153 1.802 0.145
H 3.803 0.026 3.601 0.224
H 2.209 -1.443 2.588 0.069
H -2.765 -6.270 -4.285 0.382
O 6.457 0.277 4.750 -0.704
B 0.588 -3.431 -0.738 1.587
H 4.216 -1.257 -2.524 0.475
H -3.029 -0.692 -2.019 0.427
C 2.803 -1.893 3.384 -0.419
C 8.459 1.751 3.880 -0.850
H 3.150 3.644 -2.481 0.378
H 7.589 3.578 5.768 0.300
H -2.136 -6.888 -2.689 0.397
C -7.718 3.935 3.809 -0.584
N 1.723 -3.310 -3.149 0.436
H -1.660 0.767 2.520 0.221
H 6.126 -1.076 3.150 0.263
C -6.892 4.801 2.863 -0.747